Record 1
{
  "formula": "C20H23NO6S",
  "method": "ωB97M-V/def2-TZVPD",
  "symbols": ["C", "O", "C", "C", "C", "C", "C", "C", "N", "S", "O", "O", "C", "C", "C", "C", "C", "C", "O", "O", "C", "C", "C", "C", "C", "C", "O", "C", "H", "H", "H", "H", "H", "H", "H", "H", "H", "H", "H", "H", "H", "H", "H", "H", "H", "H", "H", "H", "H", "H", "H"],
  "coordinates": [[-4.26446, -2.81726, -2.22879], [-4.26298, -2.98239, -0.82750], [-3.90472, -1.94182, -0.01915], [-3.42164, -2.31108, 1.23061], [-3.01738, -1.37296, 2.15668], [-3.09579, -0.02383, 1.85470], [-2.55863, 1.00575, 2.80780], [-1.08521, 1.30334, 2.48915], [-0.89612, 1.89830, 1.18482], [-0.50746, 0.91537, -0.11228], [-0.63093, -0.47138, 0.21680], [-1.22578, 1.42840, -1.24945], [1.24189, 1.27308, -0.29858], [2.11172, 0.21920, -0.12706], [3.49249, 0.39923, -0.25037], [4.37021, -0.73663, -0.05965], [5.70432, -0.75692, -0.17687], [6.45368, -1.99707, 0.05216], [5.98386, -3.06326, 0.36387], [7.77552, -1.81998, -0.12574], [3.95315, 1.68390, -0.55519], [3.07090, 2.73131, -0.72378], [1.69432, 2.55344, -0.59720], [0.74961, 3.69525, -0.76046], [-3.60854, 0.35723, 0.62297], [-4.01838, -0.57314, -0.32311], [-4.55529, -0.21781, -1.53180], [-4.39926, 1.11195, -1.97253], [-4.31306, -3.82765, -2.63630], [-3.34989, -2.32894, -2.57338], [-5.12958, -2.24399, -2.56896], [-3.35343, -3.36610, 1.44386], [-2.62400, -1.69301, 3.10974], [-2.62241, 0.63964, 3.83356], [-3.12999, 1.93530, 2.73704], [-0.66544, 1.98258, 3.24051], [-0.51379, 0.37406, 2.48713], [-1.62667, 2.54560, 0.93146], [1.69479, -0.74991, 0.09982], [3.88427, -1.66840, 0.20422], [6.30192, 0.10081, -0.44040], [8.24539, -2.65368, 0.03005], [5.01145, 1.86379, -0.65987], [3.45187, 3.71441, -0.95948], [-0.12508, 3.37451, -1.32001], [0.41518, 4.03566, 0.21904], [1.23080, 4.52503, -1.27232], [-3.69963, 1.40856, 0.39653], [-5.02784, 1.80138, -1.39755], [-4.73197, 1.11342, -3.00999], [-3.35286, 1.42508, -1.92149]],
  "forces_ev_per_a": [[-0.07, -0.08, -0.46], [-0.13, 0.18, 0.37], [0.06, 0.01, 0.03], [-0.02, 0.05, -0.23], [-0.05, 0.12, -0.03], [-0.28, 0.02, 0.17], [0.29, -0.14, -0.26], [0.06, -0.12, 0.62], [0.04, -0.39, -0.81], [0.19, 0.44, 0.09], [0.30, 0.09, 0.19], [0.21, 0.15, 0.13], [-0.46, -0.17, 0.02], [0.33, -0.20, 0.01], [-0.45, 0.59, -0.10], [0.71, -0.41, 0.02], [-0.38, 0.18, -0.01], [-0.13, -0.62, 0.17], [-0.03, 0.01, 0.00], [0.43, 0.31, -0.12], [-0.10, -0.25, 0.07], [-0.13, -0.05, 0.02], [0.07, 0.07, -0.05], [0.01, 0.21, -0.09], [-0.17, -0.04, 0.03], [-0.06, -0.10, -0.13], [0.02, -0.42, 0.31], [0.06, 0.26, -0.09], [0.03, 0.07, 0.00], [-0.03, -0.01, 0.00], [0.13, -0.09, 0.01], [0.00, -0.13, 0.00], [0.05, -0.05, 0.13], [-0.03, 0.08, 0.03], [-0.03, 0.02, 0.08], [0.01, -0.15, -0.06], [-0.01, 0.02, 0.26], [-0.06, 0.09, -0.28], [0.06, -0.16, 0.04], [0.03, -0.11, 0.02], [-0.04, 0.18, -0.04], [-0.32, 0.00, 0.03], [0.12, 0.04, -0.01], [0.01, 0.10, -0.03], [-0.01, 0.19, -0.06], [-0.04, 0.08, 0.05], [0.01, 0.05, -0.01], [-0.04, 0.09, -0.06], [0.03, -0.02, -0.02], [0.00, 0.06, 0.06], [-0.16, -0.01, 0.00]],
  "total_charge": 0,
  "de_lowest_kcal_mol": 21.6,
  "lumo_ev": -0.351,
  "smiles": "COc1ccc(CCNS(=O)(=O)c2cc(/C=C/C(=O)O)ccc2C)cc1OC",
  "homo_ev": -7.80,
  "total_energy_ev": -45722.5994
}



Record 2
{
  "formula": "C4H6N2O",
  "method": "ωB97M-V/def2-TZVPD",
  "symbols": ["C", "C", "N", "C", "C", "O", "N", "H", "H", "H", "H", "H", "H"],
  "coordinates": [[-1.21669, 1.61004, -0.59276], [-0.30681, 0.48154, -0.24887], [0.95824, 0.47228, -0.25338], [1.33065, -0.89153, 0.13190], [0.07065, -1.68894, 0.47165], [2.22380, -0.85164, 1.21087], [-0.84923, -0.79116, 0.17159], [-0.62356, 2.45742, -0.93856], [-1.79631, 1.91560, 0.28578], [-1.92311, 1.31973, -1.37821], [1.78868, -1.35619, -0.76107], [2.18752, -1.73034, 1.61293], [-1.84384, -0.94681, 0.28813]],
  "forces_ev_per_a": [[0.02, 0.03, -0.02], [0.23, 0.10, -0.03], [-0.40, -0.04, 0.06], [0.02, -0.12, -0.12], [-0.18, 0.46, -0.18], [0.10, -0.17, 0.05], [0.03, -0.27, 0.11], [-0.08, -0.13, 0.06], [0.08, -0.07, -0.11], [0.11, 0.02, 0.11], [-0.09, 0.03, 0.09], [0.04, 0.14, 0.04], [0.14, 0.00, -0.05]],
  "total_charge": 0,
  "de_lowest_kcal_mol": 61.9,
  "lumo_ev": 0.594,
  "homo_ev": -9.08,
  "total_energy_ev": -9270.8166
}



Record 3
{
  "formula": "H24O12",
  "method": "ωB97M-V/def2-TZVPD",
  "symbols": ["O", "H", "H", "O", "H", "H", "O", "H", "H", "O", "H", "H", "O", "H", "H", "O", "H", "H", "O", "H", "H", "O", "H", "H", "O", "H", "H", "O", "H", "H", "O", "H", "H", "O", "H", "H"],
  "coordinates": [[-0.22727, -0.22813, 0.45982], [-1.07559, 0.29231, 0.47365], [-0.45362, -0.76714, 1.19728], [1.77404, 1.28826, 3.38160], [1.64487, 2.24384, 3.24151], [1.74963, 1.08249, 2.36852], [-3.32788, -2.20372, 1.83910], [-3.30448, -2.98964, 1.43824], [-2.53735, -2.09748, 2.39695], [3.59222, -1.27595, 1.61596], [2.62846, -1.16563, 1.62700], [3.89922, -1.07573, 2.49264], [-2.43095, 1.47159, -2.94841], [-3.18245, 1.09704, -3.31597], [-2.07962, 1.95348, -3.71393], [2.07246, 2.57409, 0.55989], [1.14461, 2.88813, 0.56398], [2.53111, 3.36134, 0.74675], [-1.03217, -0.68786, -2.38944], [-1.25288, 0.23624, -2.27551], [-1.27235, -1.03572, -1.49887], [-0.97887, -1.21181, 4.83284], [-1.62526, -1.07360, 5.42123], [-1.13936, -2.07214, 4.41839], [2.55344, -3.06363, -1.68560], [2.68050, -3.21472, -2.63598], [2.26066, -2.14788, -1.45081], [-1.97191, 4.02731, -1.85964], [-1.04926, 4.19219, -2.14459], [-2.52502, 4.00209, -2.60462], [0.46384, 1.66953, -2.89422], [1.12192, 2.02003, -3.56398], [0.87227, 1.69561, -2.02023], [0.39883, -3.43140, -0.47460], [0.38853, -3.34468, -1.44904], [-0.31033, -3.00871, -0.14993]],
  "forces_ev_per_a": [[-1.65, 1.41, -0.42], [1.23, -0.17, -0.55], [0.38, -1.14, 1.21], [-0.30, 0.28, -3.35], [0.12, -0.26, 0.76], [0.26, -0.03, 2.54], [0.29, 5.19, 2.76], [0.34, -4.87, -2.32], [-0.60, -0.28, -0.43], [-0.52, -0.10, -0.73], [0.48, -0.08, 0.11], [0.01, 0.20, 0.61], [1.62, 1.85, 0.08], [-2.44, -1.56, -0.78], [0.43, -0.14, 0.55], [-2.01, -1.01, -0.33], [0.54, -0.50, -0.10], [1.33, 1.51, 0.36], [-0.26, -1.39, 1.47], [-0.05, 0.56, -0.57], [0.50, 0.08, -1.02], [3.76, -1.13, -3.90], [-3.85, 0.73, 3.44], [0.06, 0.30, 0.45], [0.20, 0.39, -0.09], [-0.09, 0.87, 0.48], [0.47, -1.20, -0.92], [2.01, 0.58, 1.82], [-1.04, -0.24, -0.05], [-0.87, -0.11, -1.56], [0.93, 0.97, -1.36], [-0.98, -0.69, 1.56], [0.29, -0.02, -0.25], [3.37, -2.39, -2.02], [0.11, 0.00, 0.95], [-4.10, 2.38, 1.58]],
  "total_charge": 0,
  "de_lowest_kcal_mol": 99.6,
  "lumo_ev": -0.099,
  "smiles": "O.O.O.O.O.O.O.O.O.O.O.O",
  "homo_ev": -10.30,
  "total_energy_ev": -24957.3748
}



What did the third record say?
{
  "formula": "H24O12",
  "method": "ωB97M-V/def2-TZVPD",
  "symbols": ["O", "H", "H", "O", "H", "H", "O", "H", "H", "O", "H", "H", "O", "H", "H", "O", "H", "H", "O", "H", "H", "O", "H", "H", "O", "H", "H", "O", "H", "H", "O", "H", "H", "O", "H", "H"],
  "coordinates": [[-0.22727, -0.22813, 0.45982], [-1.07559, 0.29231, 0.47365], [-0.45362, -0.76714, 1.19728], [1.77404, 1.28826, 3.38160], [1.64487, 2.24384, 3.24151], [1.74963, 1.08249, 2.36852], [-3.32788, -2.20372, 1.83910], [-3.30448, -2.98964, 1.43824], [-2.53735, -2.09748, 2.39695], [3.59222, -1.27595, 1.61596], [2.62846, -1.16563, 1.62700], [3.89922, -1.07573, 2.49264], [-2.43095, 1.47159, -2.94841], [-3.18245, 1.09704, -3.31597], [-2.07962, 1.95348, -3.71393], [2.07246, 2.57409, 0.55989], [1.14461, 2.88813, 0.56398], [2.53111, 3.36134, 0.74675], [-1.03217, -0.68786, -2.38944], [-1.25288, 0.23624, -2.27551], [-1.27235, -1.03572, -1.49887], [-0.97887, -1.21181, 4.83284], [-1.62526, -1.07360, 5.42123], [-1.13936, -2.07214, 4.41839], [2.55344, -3.06363, -1.68560], [2.68050, -3.21472, -2.63598], [2.26066, -2.14788, -1.45081], [-1.97191, 4.02731, -1.85964], [-1.04926, 4.19219, -2.14459], [-2.52502, 4.00209, -2.60462], [0.46384, 1.66953, -2.89422], [1.12192, 2.02003, -3.56398], [0.87227, 1.69561, -2.02023], [0.39883, -3.43140, -0.47460], [0.38853, -3.34468, -1.44904], [-0.31033, -3.00871, -0.14993]],
  "forces_ev_per_a": [[-1.65, 1.41, -0.42], [1.23, -0.17, -0.55], [0.38, -1.14, 1.21], [-0.30, 0.28, -3.35], [0.12, -0.26, 0.76], [0.26, -0.03, 2.54], [0.29, 5.19, 2.76], [0.34, -4.87, -2.32], [-0.60, -0.28, -0.43], [-0.52, -0.10, -0.73], [0.48, -0.08, 0.11], [0.01, 0.20, 0.61], [1.62, 1.85, 0.08], [-2.44, -1.56, -0.78], [0.43, -0.14, 0.55], [-2.01, -1.01, -0.33], [0.54, -0.50, -0.10], [1.33, 1.51, 0.36], [-0.26, -1.39, 1.47], [-0.05, 0.56, -0.57], [0.50, 0.08, -1.02], [3.76, -1.13, -3.90], [-3.85, 0.73, 3.44], [0.06, 0.30, 0.45], [0.20, 0.39, -0.09], [-0.09, 0.87, 0.48], [0.47, -1.20, -0.92], [2.01, 0.58, 1.82], [-1.04, -0.24, -0.05], [-0.87, -0.11, -1.56], [0.93, 0.97, -1.36], [-0.98, -0.69, 1.56], [0.29, -0.02, -0.25], [3.37, -2.39, -2.02], [0.11, 0.00, 0.95], [-4.10, 2.38, 1.58]],
  "total_charge": 0,
  "de_lowest_kcal_mol": 99.6,
  "lumo_ev": -0.099,
  "smiles": "O.O.O.O.O.O.O.O.O.O.O.O",
  "homo_ev": -10.30,
  "total_energy_ev": -24957.3748
}